# C7H22NO3

A 4-piece molecular cluster, C7H22NO3 overall in a non-equilibrium geometry (wB97M-V/def2-TZVPD, the OMol25 dataset).

Structure (ORCA input):
```
! wB97M-V def2-TZVPD RIJCOSX def2/J DEFGRID3
* xyz 1 1
C 0.70 -1.73 -1.38
C 0.70 -1.76 0.17
C -0.46 -1.30 1.01
C 0.68 0.38 2.24
C -0.41 0.22 1.53
C -1.75 0.87 1.58
C 1.10 1.54 2.99
N 0.22 -0.45 -2.13
H 1.71 -1.97 -1.78
H 0.05 -2.54 -1.89
H 1.70 -1.54 0.61
H 0.86 -2.88 0.45
H -0.38 -1.86 2.10
H -1.54 -1.26 0.63
H 1.59 -0.21 1.93
H -2.20 1.06 0.68
H -1.70 1.85 2.15
H -2.42 0.28 2.27
H 1.05 2.49 2.41
H 0.35 1.62 3.81
H 2.07 1.49 3.38
H 0.32 -0.78 -3.13
H 0.82 0.40 -1.97
H -0.80 -0.36 -1.97
H -0.82 2.51 -3.32
H 0.17 2.31 -2.10
O -0.38 1.82 -2.78
H -2.78 -2.30 -0.75
H -2.90 -2.04 -2.25
O -2.42 -1.69 -1.45
H 1.94 1.75 -0.36
H 2.78 2.38 -1.40
O 2.14 1.69 -1.29
*
```

Output
lowest unoccupied orbital energy = -2.84 eV

=====

# C7H10

C7H10 as an isolated structure in a non-equilibrium geometry (wB97M-V/def2-TZVPD, the OMol25 dataset).

Structure (ORCA input):
```
! wB97M-V def2-TZVPD RIJCOSX def2/J DEFGRID3
* xyz 0 1
C -0.22 0.98 -0.81
C 0.83 -0.90 -1.64
C 0.25 -0.39 -0.46
C 1.06 -0.18 1.00
C 0.10 0.74 1.59
C -1.10 0.58 0.90
C -1.10 -0.77 0.18
H -1.03 1.05 -1.55
H 0.46 1.83 -0.80
H 1.69 -0.38 -2.05
H 0.54 -1.85 -2.09
H 1.06 -1.20 1.39
H 2.09 0.18 0.94
H 0.37 1.69 2.05
H -2.01 1.16 1.09
H -1.10 -1.65 0.84
H -1.90 -0.87 -0.57
*
```

Output
lowest unoccupied orbital energy (alpha / beta) = 0.47 / 0.56 eV

=====

# C4H12S

A 2-piece molecular cluster, C4H12S overall in a non-equilibrium geometry (wB97M-V/def2-TZVPD, the OMol25 dataset).

Structure (ORCA input):
```
! wB97M-V def2-TZVPD RIJCOSX def2/J DEFGRID3
* xyz 0 1
C 1.03 -2.40 -1.43
S 0.92 -2.67 0.36
C -0.85 -2.24 0.68
H 2.09 -2.33 -1.65
H 0.73 -3.30 -1.97
H 0.47 -1.63 -1.97
H -0.93 -2.29 1.75
H -1.49 -2.89 0.10
H -1.00 -1.20 0.38
C 0.55 2.27 0.46
C -0.81 2.93 0.42
H 0.54 1.66 1.36
H 0.92 1.68 -0.39
H 1.38 2.97 0.59
H -1.05 3.28 1.43
H -1.65 2.34 0.07
H -0.85 3.84 -0.18
*
```

Output
SMILES = CSC.CC
lowest unoccupied orbital energy = 0.95 eV

=====

Energy relative to the best compared isomer or geometry (same formula, charge and spin) for every record listed, in sequence, given in kJ/mol: 157.1, 506.7, 43.9.
Total energy for every record listed, in sequence, given in hartree: -560.0675, -272.5250, -557.7537.